1.
The following is a quantum chemistry calculation of 17 unconnected molecules or ions with the total composition C57H154N10O17, from the Open Molecules 2025 dataset.

Orbital gap   0.29993 Ha
HOMO level   -7.833 eV

Positions of all 238 atoms, in Å:
C 30.23921 7.19905 22.42514
O 29.26947 7.70957 21.53853
H 31.13405 6.87961 21.89297
H 30.45344 7.84752 23.27780
H 29.79917 6.35530 22.97933
H 29.25217 7.21371 20.68544
C 23.13158 3.90991 20.13278
O 22.78666 2.81330 20.97499
H 23.12976 4.77999 20.80185
H 24.14835 3.75193 19.78318
H 22.46778 4.11142 19.28732
H 22.03072 3.07087 21.50726
C 25.35475 12.56621 22.07754
O 26.21028 13.33564 21.23760
H 24.27587 12.71055 21.95614
H 25.56290 11.52321 21.83022
H 25.51753 12.80266 23.13070
H 26.77146 13.85384 21.82080
C 27.38542 10.57511 15.59105
O 26.10174 10.19818 16.02606
H 27.39058 11.36933 14.84116
H 28.03588 10.92759 16.40488
H 27.96126 9.72140 15.23358
H 25.59815 10.99185 16.27276
C 30.26129 10.84083 23.22362
O 29.18337 10.39113 22.45232
H 31.15992 11.07932 22.63921
H 30.07529 11.77106 23.76905
H 30.53838 10.13659 24.01918
H 29.43409 9.53728 22.06960
C 25.16017 12.63385 18.30071
O 24.97471 12.72869 16.88832
H 26.07961 13.12810 18.62754
H 24.34694 13.13112 18.83222
H 25.29221 11.59350 18.58914
H 25.05614 13.65742 16.65570
C 21.04691 3.75150 15.94676
O 20.54934 2.56023 15.39944
H 21.67207 4.35986 15.28203
H 20.23954 4.42704 16.23063
H 21.63996 3.60433 16.85660
H 21.29119 1.97914 15.20748
C 30.24945 5.40556 11.89544
C 30.24405 4.93879 13.35347
C 29.81581 6.04985 14.28307
O 30.77034 7.10789 14.27782
C 30.28806 8.28903 14.89093
N 29.33362 3.81468 13.55516
H 30.79110 4.79099 11.17624
H 30.64825 6.42665 11.87701
H 29.25857 5.54621 11.45043
H 31.23046 4.64084 13.71492
H 29.73282 5.67045 15.30664
H 28.83651 6.46599 14.00952
H 29.83916 8.86632 14.06778
H 31.12549 8.84080 15.30704
H 29.45608 8.10421 15.57720
H 29.69657 3.02215 13.03504
H 28.41033 3.96394 13.16327
C 30.22052 2.15959 19.43268
C 28.78591 2.64871 19.23841
C 28.20818 3.17000 20.57448
O 26.93366 3.71491 20.35090
C 26.42868 4.55704 21.39179
N 28.77219 3.64746 18.16338
H 30.44527 1.46151 18.62376
H 30.34790 1.69054 20.40828
H 30.97821 2.94131 19.36410
H 28.11488 1.82791 18.96096
H 28.87370 3.98024 20.92450
H 28.26018 2.48173 21.42793
H 25.63555 5.18668 21.00001
H 27.20358 5.14048 21.89530
H 26.03699 3.83395 22.11430
H 29.27840 3.24755 17.38105
H 27.82190 3.84045 17.86990
C 26.60051 11.57247 26.13917
C 25.98373 10.20971 25.85600
C 26.29524 9.66515 24.46081
O 25.57224 8.45305 24.21106
C 25.81997 7.96554 22.89786
N 26.45938 9.22502 26.84818
H 26.24838 12.05265 27.05370
H 26.36628 12.25940 25.32313
H 27.67404 11.48469 26.32254
H 24.90350 10.29956 25.99622
H 27.35783 9.41346 24.36460
H 26.02697 10.36387 23.66243
H 26.86441 7.69826 22.71855
H 25.43839 8.72804 22.21150
H 25.22700 7.05811 22.77536
H 27.26298 8.76989 26.40754
H 25.85306 8.40498 26.84574
C 30.84608 8.44881 18.40127
C 30.74777 6.92026 18.29464
C 32.03236 6.26778 18.78372
O 33.21923 6.60722 18.04851
C 33.08266 6.23709 16.68101
N 29.59922 6.47766 19.06052
H 31.37062 8.71946 19.31644
H 29.84977 8.87534 18.28214
H 31.37268 8.91812 17.56580
H 30.53437 6.58527 17.26549
H 32.05127 5.18371 18.93546
H 32.25034 6.66150 19.78220
H 34.08480 6.24733 16.25677
H 32.43736 6.93226 16.14044
H 32.64323 5.23837 16.58066
H 29.56522 5.46398 18.93370
H 28.74328 6.81850 18.59166
C 26.99627 9.58693 19.32055
C 26.32757 8.21264 19.16778
C 24.83793 8.37011 18.79346
O 24.22603 7.11121 18.63581
C 22.85557 7.22347 18.25606
N 27.06438 7.50835 18.09456
H 27.98481 9.36332 19.71621
H 26.40662 10.22160 19.98832
H 27.06643 10.16858 18.40149
H 26.33424 7.59448 20.06873
H 24.82592 8.94382 17.85781
H 24.37737 8.92153 19.62613
H 22.50548 6.27962 17.83917
H 22.76892 7.97975 17.47078
H 22.28013 7.50325 19.14234
H 26.84438 8.03749 17.24741
H 26.63982 6.60100 17.89506
C 24.85914 5.06727 15.37336
C 25.00987 4.02133 16.49056
C 25.92247 2.86991 16.14643
O 25.28402 2.06413 15.16774
C 26.12176 1.03018 14.68847
N 25.51801 4.69485 17.67134
H 24.46134 5.99504 15.78867
H 24.15000 4.73591 14.61555
H 25.80793 5.29366 14.88417
H 24.02549 3.54365 16.60223
H 26.11850 2.19776 16.99425
H 26.89470 3.26048 15.81544
H 26.12720 0.18678 15.38231
H 27.14324 1.40160 14.55076
H 25.78406 0.74373 13.69423
H 25.73864 4.09990 18.46057
H 25.02330 5.54138 17.95790
C 21.26727 11.18279 16.67397
C 19.89938 10.87687 16.11580
C 19.25319 9.75011 16.89570
O 19.96808 8.55543 16.70147
C 19.24308 7.38728 16.97481
N 19.03846 12.05409 16.13656
H 21.93436 10.31950 16.54552
H 21.33719 11.32889 17.75686
H 21.79450 11.99686 16.17065
H 20.03254 10.52585 15.08816
H 18.21764 9.70888 16.52870
H 19.19806 9.94674 17.97503
H 19.07227 7.25937 18.05179
H 19.84530 6.51322 16.72766
H 18.29280 7.33812 16.44100
H 18.78617 12.33941 17.07318
H 19.53620 12.79780 15.66660
C 29.19731 13.07891 17.98725
C 29.67357 12.25762 19.17312
C 31.17479 12.16444 19.37392
O 31.82791 11.68346 18.23248
C 33.20868 11.50957 18.34764
N 29.08424 12.77123 20.40739
H 28.17075 12.85678 17.69298
H 29.78638 12.81662 17.10392
H 29.32356 14.14188 18.20266
H 29.32647 11.23536 18.96366
H 31.38875 11.49568 20.22118
H 31.56076 13.14291 19.69391
H 33.41031 10.68656 19.04477
H 33.74480 12.42031 18.63520
H 33.62549 11.20436 17.38755
H 28.10218 12.99917 20.33440
H 29.12970 12.07089 21.14390
C 26.01687 7.08631 11.29305
C 25.82956 8.51263 11.77503
C 25.19171 9.39774 10.72258
C 23.68176 9.21635 10.60855
C 23.05800 9.35709 12.00102
C 23.65399 8.45278 13.12153
N 25.09542 8.59245 13.03717
O 25.76674 8.12659 14.18269
C 23.12105 9.10094 14.40800
C 23.14237 7.00060 12.92690
C 27.22283 9.11584 12.07715
H 26.45912 6.49582 12.10021
H 26.72353 6.98168 10.46342
H 25.08692 6.63574 10.94278
H 25.39348 10.45017 10.93756
H 25.61809 9.13125 9.75287
H 23.46998 8.22634 10.18916
H 23.27409 9.97030 9.93462
H 21.97034 9.27314 12.06091
H 23.25563 10.42046 12.18322
H 23.71667 8.92829 15.30819
H 23.06543 10.19002 14.35492
H 22.11441 8.73860 14.62860
H 22.36994 6.70795 13.64132
H 22.66077 6.87428 11.95394
H 23.97172 6.30171 12.99940
H 27.70319 9.49321 11.17279
H 27.86366 8.36341 12.54211
H 27.16720 9.94766 12.77884
H 25.81801 8.94630 14.70794
C 22.68843 10.23995 24.12763
C 21.54713 9.77888 23.19107
C 20.73426 8.72759 23.98634
C 19.34747 8.50396 23.40929
C 18.64576 9.81916 23.07338
C 19.41934 10.79715 22.19088
N 20.74443 10.93507 22.80866
O 21.54760 11.88199 22.12336
C 19.39364 10.32010 20.74141
C 18.74143 12.17074 22.30593
C 22.16196 9.09448 21.95237
H 23.52936 10.67728 23.58658
H 23.05210 9.32027 24.58864
H 22.39456 10.92697 24.92250
H 21.26856 7.77728 23.94612
H 20.58836 9.03354 25.02505
H 18.77471 7.89061 24.10668
H 19.46325 7.88239 22.51402
H 18.39701 10.39837 23.96906
H 17.67708 9.52547 22.66056
H 18.56096 10.64001 20.11027
H 20.22242 10.80404 20.20888
H 19.47984 9.23744 20.64588
H 17.65202 12.12125 22.23328
H 18.85640 12.60381 23.30472
H 19.14646 12.89258 21.59810
H 23.19372 8.79552 22.17668
H 22.25338 9.70855 21.05865
H 21.69967 8.12690 21.73897
H 21.72493 12.52228 22.82147

Atoms 1-6, force components in eV/Å:
C -0.82 -1.18 0.40
O -0.25 1.04 0.65
H 0.19 0.07 0.20
H 0.20 0.73 -0.60
H 0.27 -0.42 -0.37
H 0.64 -0.27 -0.26

These are the Löwdin partial charges, in e, on atoms 1 to 5: -0.15, -0.19, 0.07, 0.07, 0.07

2.
The following is a quantum chemistry calculation of a molecular structure, C6H10Cl3NO2S2Tc, from the Open Molecules 2025 dataset.

Orbital gap (alpha / beta)   0.27654 / 0.25887 Ha
Energy relative to the best compared isomer or geometry (same formula, charge and spin)   25.6 kJ/mol
HOMO level (alpha / beta)   -16.584 / -16.513 eV
Multiplicity   2
Total charge   +2

Positions of all 25 atoms, in Å:
Tc -0.51106 -0.25833 -0.12786
Cl 1.57794 -2.07871 4.59350
C 1.95484 -0.54446 3.81920
Cl 1.45324 0.83274 4.79106
Cl 3.64633 -0.44000 3.35168
C 1.16298 -0.48083 2.57462
N 0.55100 -0.43004 1.60786
C -2.57002 -2.36255 1.00459
O -2.34644 -1.01629 0.44740
H -2.63073 -3.07994 0.19027
H -3.48900 -2.33529 1.58324
H -1.72515 -2.57123 1.65460
H -3.14520 -0.70738 -0.00503
C -1.02948 1.62594 -0.57834
H -1.70547 1.62329 -1.44511
H -0.13647 2.20408 -0.79063
H -1.55124 2.04978 0.29051
C 1.55970 1.80956 -3.67703
O 0.89761 0.54481 -3.32472
C 1.01221 0.09482 -2.13572
S 1.68082 0.69637 -0.73074
S 0.23870 -1.43496 -1.78627
H 1.36094 1.93294 -4.73495
H 2.62428 1.71334 -3.48067
H 1.11968 2.61236 -3.09148

Atoms 1-6, force components in eV/Å:
Tc 1.78 0.46 1.16
Cl 0.01 0.05 -0.02
C 0.04 -0.02 0.03
Cl -0.01 -0.02 0.00
Cl 0.00 -0.01 0.00
C -0.05 -0.04 -0.03

These are the natural (NBO) partial charges, in e, on atoms 1 to 5: 0.86, 0.15, -0.27, 0.16, 0.15

3.
The following is a quantum chemistry calculation of a molecular structure, C31H40N4OTb, from the Open Molecules 2025 dataset.

Orbital gap (alpha / beta)   0.15942 / 0.15431 Ha
HOMO level (alpha / beta)   -1.917 / -1.781 eV
Multiplicity   7
Total charge   -1

Positions of all 77 atoms, in Å:
Tb -0.22984 -0.75492 -0.29458
N 0.00343 -2.29036 3.00602
N 0.23960 -2.59125 -2.29534
C 0.72094 1.78194 -0.40784
C 1.77727 0.84615 -0.09569
C 1.66605 0.53918 1.30230
C 2.58553 -0.26699 2.13810
H 3.48522 -0.53379 1.57646
H 2.07761 -1.18343 2.46885
H 2.89056 0.28809 3.03334
C 0.53408 1.22270 1.82202
C 0.13401 1.22224 3.24919
H 0.76718 1.90110 3.84440
H 0.22607 0.21529 3.67420
H -0.90339 1.55165 3.37012
C -0.02819 2.01556 0.78705
C -1.14818 2.97396 0.97886
H -1.99823 2.46379 1.45098
H -1.47527 3.38624 0.02199
H -0.86198 3.81315 1.63132
C 2.82385 0.34441 -1.03805
H 3.66166 1.05604 -1.11221
H 2.43144 0.20238 -2.05724
H 3.21775 -0.62096 -0.69294
C 0.50587 2.44918 -1.72186
H -0.55707 2.68523 -1.87123
H 0.82063 1.79509 -2.54681
H 1.07507 3.39098 -1.81164
C -0.87781 -2.67184 3.86608
H -0.98310 -2.18534 4.85555
C -1.80826 -3.71584 3.51470
H -2.46340 -4.10061 4.30004
C -1.82872 -4.23071 2.20924
H -2.63687 -4.89834 1.83667
C -0.84625 -3.86490 1.23946
H -0.81706 -4.20369 0.16406
C 0.20140 -2.87541 1.61768
C 1.44934 -2.52252 0.94412
H 1.91585 -3.20964 0.23851
C -0.47041 -1.48582 -2.50144
C 0.76794 -3.16177 -3.41510
H 1.40661 -4.02669 -3.36031
C 0.27877 -2.47564 -4.46713
H 0.40860 -2.62935 -5.51814
N -0.45314 -1.37766 -3.92930
C -0.61033 -0.13258 -4.52541
C 0.40826 0.38266 -5.41831
C 0.22390 1.62440 -6.05270
H 0.98884 1.94988 -6.77060
C -0.86576 2.43559 -5.78965
C -1.10331 3.63146 -6.60779
H -1.66303 4.40029 -6.08059
H -1.68690 3.37699 -7.49682
H -0.17840 4.07592 -6.96893
C -1.77128 2.03565 -4.82077
H -2.61656 2.69013 -4.55536
C -1.65610 0.80469 -4.15619
C -2.57955 0.44670 -3.00724
H -2.67048 -0.64601 -2.88442
H -3.56996 0.87490 -3.20915
H -2.25539 0.88957 -2.03788
C 1.74785 -0.31649 -5.49356
H 1.68748 -1.35278 -5.84684
H 2.27036 -0.28487 -4.51855
H 2.36260 0.23455 -6.20869
C -5.05668 -0.21531 1.41516
N -4.05705 -0.62787 2.43714
C -4.62493 -1.24882 3.64294
C -2.72870 -0.57926 2.27739
O -2.15455 -0.60626 1.14475
H -5.77802 -1.03547 1.27592
H -4.58182 0.02266 0.45938
H -5.63501 0.65162 1.76828
H -4.43289 -2.33276 3.65868
H -4.20295 -0.82042 4.55772
H -5.71309 -1.10299 3.64584
H -2.15049 -0.54905 3.21857

Atoms 1-6, force components in eV/Å:
Tb 0.41 -0.10 2.13
N 1.83 0.63 -2.59
N 0.26 0.28 2.80
C 0.48 -0.29 0.98
C -0.62 1.04 0.92
C -0.49 0.70 -0.72

These are the Löwdin partial charges, in e, on atoms 1 to 5: 1.43, 0.06, -0.06, -0.34, -0.37